Entry 1:
The following is a quantum chemistry calculation of 2 unconnected molecules or ions with the total composition C7H12N at a distorted geometry, from the Open Molecules 2025 dataset.

The geometry in XYZ format:
```
20
Properties=species:S:1:pos:R:3
C -0.81218 -1.48011 2.49807
C -0.19671 -1.79791 1.37694
C 1.12704 -3.07642 -0.37059
C 0.47307 -2.46034 0.54078
C -0.55056 1.11948 0.55178
C -0.69553 2.04494 -1.76870
C 0.12374 1.53780 -0.72194
N 1.38516 1.27328 -0.86955
H -0.84861 -2.08111 3.39755
H 1.08650 -2.53953 -1.28303
H 1.39812 -4.11607 -0.38649
H 0.16906 1.08703 1.33390
H -1.05542 0.14860 0.30927
H -1.38631 1.81890 0.80116
H -1.31787 2.82285 -1.30360
H -1.42479 1.45312 -2.19256
H -0.03784 2.24464 -2.65875
H -1.35994 -0.53657 2.31980
H 1.93808 1.02929 0.02844
H 1.98498 1.50813 -1.60249
```

Output
Charge: +1
Kohn-Sham gap, eV: 7.8
Highest occupied orbital energy, eV: -12.3


Entry 2:
The following is a quantum chemistry calculation of 2 unconnected molecules or ions with the total composition C3H10N2 at a distorted geometry, from the Open Molecules 2025 dataset.

The geometry in XYZ format:
```
15
Properties=species:S:1:pos:R:3
H 1.21342 -0.29756 1.32400
N 0.53873 -0.59861 2.01333
C -0.37743 -1.24279 1.41645
N -1.39324 -1.92151 2.04197
H -0.35089 -1.44773 0.33761
H -2.18104 -2.10912 1.44649
H -1.56831 -1.67521 3.00347
C 1.23855 1.89906 -2.80293
C 0.02008 1.45186 -2.00558
H 1.84267 1.10372 -3.21114
H 1.89707 2.56496 -2.25283
H 0.90097 2.50496 -3.64160
H -0.80293 1.10657 -2.63288
H 0.29173 0.55618 -1.44292
H -0.36764 2.18333 -1.30192
```

Output
SMILES string: [H]/N=C/N.CC
Kohn-Sham gap, eV: 10.4
Highest occupied orbital energy, eV: -9.5


Entry 3:
The following is a quantum chemistry calculation of a molecular structure, C3H7N2S at a distorted geometry, from the Open Molecules 2025 dataset.

The geometry in XYZ format:
```
13
Properties=species:S:1:pos:R:3
C -0.77521 -0.91992 1.23982
C 1.34771 0.50360 -0.57813
C 0.01467 0.97528 -0.04339
N -0.82880 0.43352 0.81203
N -0.98067 -1.91311 0.48931
S 0.49112 -0.22364 -2.06353
H -0.94962 -1.03658 2.28436
H 1.85044 -0.26166 -0.01305
H 1.84368 1.38083 -0.81210
H -0.22096 1.93254 -0.40741
H -1.62766 1.11920 1.10185
H -1.09490 -2.87566 0.64549
H 0.93020 0.88559 -2.65526
```

Output
Charge: +1
Kohn-Sham gap, eV: 9.3
Highest occupied orbital energy, eV: -14.1


Entry 4:
The following is a quantum chemistry calculation of a molecular structure, C14H24Br3CaClF6GaILi2N3O9P2 at a distorted geometry, from the Open Molecules 2025 dataset.

The geometry in XYZ format:
```
67
Properties=species:S:1:pos:R:3
O 0.52667 -2.93548 1.16351
C -0.24679 -2.35568 0.44709
C 0.09987 -0.93268 -0.01138
C 1.61727 -0.76241 0.21421
Ga 2.08851 1.13318 -0.51469
I 1.63965 2.95248 1.40254
N -1.51384 -3.01687 0.11027
C -2.52488 -2.00462 -0.08213
C -3.04508 -1.56487 -1.29936
C -4.01286 -0.55331 -1.31419
C -4.44099 0.01672 -0.07212
C -3.89076 -0.47577 1.11775
C -2.91708 -1.48814 1.11539
H -0.05957 -0.81336 -1.10150
H -0.41285 -0.13050 0.54857
H 2.21976 -1.49574 -0.35826
H 1.82930 -0.74725 1.29669
H 3.54707 1.23126 -1.13770
H 0.98897 1.46591 -1.62567
H -1.38205 -3.45906 -0.83146
H -2.63886 -2.03885 -2.20305
H -4.37528 -0.22446 -2.29354
H -5.17826 0.82643 -0.05850
H -4.21887 -0.04045 2.06956
H -2.44323 -1.87895 2.00866
N -4.99152 2.38839 -2.25415
H -5.42201 2.81665 -3.09940
H -4.88425 3.09266 -1.52727
H -5.58171 1.63464 -1.91289
H -4.04631 2.00705 -2.51162
Cl 1.71644 -4.46604 2.51638
Li 3.15740 4.65246 2.70076
Li -1.59402 -3.56011 2.22382
C -3.11260 2.81146 -4.88322
O -2.60374 1.98825 -4.05712
O -4.39839 2.92449 -5.08424
O -2.45019 3.63539 -5.60808
Ca 3.04566 -1.47665 2.09556
C 4.41625 5.08680 7.05483
Br 5.87536 6.31475 7.34722
Br 2.69857 5.89410 7.38372
Br 4.49772 4.29573 5.29219
H 4.53055 4.28502 7.77178
F 2.27571 7.91900 4.16892
P 3.20389 9.22637 4.57000
F 3.59376 10.23953 5.80399
F 4.28539 8.62985 3.48082
F 1.67753 9.80706 4.74098
F 3.45417 10.51905 3.59003
F 3.92830 8.20741 5.63857
O -3.32034 -3.88786 -3.79715
P -2.84809 -5.05502 -2.92112
O -2.82242 -6.33030 -3.77007
O -3.82356 -5.21528 -1.74527
O -1.44274 -4.74951 -2.36584
C 1.20145 -5.78144 -1.69834
C 2.22052 -4.67574 -1.63681
O 2.14962 -3.78479 -0.80978
N 3.24229 -4.69207 -2.54426
C 3.49087 -5.65667 -3.59281
H 0.46267 -5.62500 -0.91750
H 0.69078 -5.77437 -2.66326
H 1.68330 -6.74815 -1.53269
H 3.88254 -3.92078 -2.44091
H 4.47530 -6.10641 -3.43372
H 3.49229 -5.13957 -4.55534
H 2.73773 -6.43787 -3.60738
```

Output
Charge: -3
Kohn-Sham gap, eV: 1.4
Highest occupied orbital energy, eV: 1.1


Entry 5:
The following is a quantum chemistry calculation of 9 unconnected molecules or ions with the total composition C35H42Cl6F4O6 at a distorted geometry, from the Open Molecules 2025 dataset.

The geometry in XYZ format:
```
93
Properties=species:S:1:pos:R:3
C 2.75218 -1.97978 4.92650
C 3.43431 -0.75719 4.36033
O 2.61370 -0.12153 3.37222
C 2.98428 1.03923 2.86004
O 4.01578 1.60392 3.11287
O 2.04124 1.43452 2.05123
C 2.14632 2.65285 1.33368
H 1.87602 -1.72506 5.51868
H 3.44710 -2.36996 5.67491
H 2.57807 -2.74079 4.16930
H 4.42111 -0.87422 3.91313
H 3.57171 -0.06316 5.19528
H 2.93570 2.50814 0.59009
H 2.30863 3.47984 2.02311
H 1.23112 2.83777 0.77695
C 6.17729 -0.82586 -6.54299
C 6.14611 -0.78914 -5.03458
O 5.43806 -1.88194 -4.47148
C 4.15779 -1.78396 -4.18761
O 3.40535 -0.90155 -4.49911
O 3.83235 -2.83714 -3.44244
C 2.45961 -3.00716 -3.09362
H 6.36593 0.12305 -7.03875
H 5.36518 -1.35028 -7.04301
H 7.03885 -1.46578 -6.78190
H 5.69116 0.13052 -4.64061
H 7.12538 -0.76051 -4.55329
H 1.78908 -3.08910 -3.94696
H 2.23737 -2.18549 -2.40812
H 2.39520 -3.94634 -2.54778
F -2.17774 5.81669 -1.52411
C -3.24902 5.25537 -2.13668
C -3.02792 4.00599 -2.71949
C -4.11447 3.34971 -3.29239
C -5.28524 4.09037 -3.49309
C -5.45068 5.38004 -3.03177
C -4.39342 5.97157 -2.34246
H -2.06191 3.53746 -2.60321
H -4.04286 2.34913 -3.69130
H -6.05275 3.63901 -4.11284
H -6.32018 5.95654 -3.31083
H -4.54831 6.93636 -1.87413
F 0.53333 -5.41630 5.42501
C -0.54546 -4.94236 4.78231
C -0.63320 -3.55715 4.63881
C -1.61990 -3.05283 3.80338
C -2.56504 -3.92917 3.27926
C -2.55366 -5.29154 3.49483
C -1.52417 -5.79107 4.31343
H 0.14184 -2.96013 5.09459
H -1.72956 -1.99290 3.62130
H -3.38308 -3.53079 2.68824
H -3.26494 -5.98751 3.07963
H -1.43480 -6.84331 4.55537
F -3.83971 -1.64410 -2.93248
C -3.09373 -2.45242 -2.18261
C -2.76087 -2.08202 -0.87381
C -1.97838 -2.90601 -0.08919
C -1.57843 -4.15786 -0.54480
C -1.89886 -4.50965 -1.86307
C -2.64854 -3.66043 -2.66111
H -3.13303 -1.16846 -0.42623
H -1.61441 -2.52471 0.85553
H -0.98899 -4.88099 -0.00003
H -1.72210 -5.52074 -2.20524
H -2.98612 -3.88235 -3.66929
F -1.81813 2.77120 0.22120
C -1.16206 1.59449 0.12534
C -1.15102 0.70981 1.18125
C -0.36166 -0.43920 1.12402
C 0.32637 -0.72569 -0.03462
C 0.26494 0.13427 -1.13073
C -0.48180 1.31532 -1.04776
H -1.73366 0.91817 2.06950
H -0.28930 -1.09323 1.98202
H 1.02158 -1.55435 -0.10387
H 0.70043 -0.17368 -2.07232
H -0.40193 1.99144 -1.88774
Cl -3.63485 1.52037 3.79452
C -3.48997 2.39023 5.26057
Cl -5.03167 3.14484 5.72360
H -3.16604 1.75278 6.07976
H -2.74316 3.17826 5.18968
Cl 2.13930 3.43251 -2.94899
C 2.93816 1.92057 -3.49286
Cl 4.69325 2.03347 -3.34095
H 2.61277 1.15209 -2.80510
H 2.70910 1.70941 -4.52756
Cl -2.14651 6.81458 3.51550
C -1.31038 5.62175 2.46691
Cl 0.06658 4.87595 3.27262
H -2.02806 4.89413 2.10052
H -0.95795 6.15315 1.58788
```

Output
SMILES string: CCOC(=O)OC.CCOC(=O)OC.Fc1ccccc1.Fc1ccccc1.Fc1ccccc1.Fc1ccccc1.ClCCl.ClCCl.ClCCl
Kohn-Sham gap, eV: 9.7
Highest occupied orbital energy, eV: -9.3


Entry 6:
The following is a quantum chemistry calculation of 2 unconnected molecules or ions with the total composition C33H47BrFINO12P at a distorted geometry, from the Open Molecules 2025 dataset.

The geometry in XYZ format:
```
97
Properties=species:S:1:pos:R:3
C -3.93898 4.13100 1.21831
C -3.81065 2.67479 0.79886
O -5.13287 2.18648 0.47254
C -3.00079 2.40653 -0.45958
C -1.48061 2.64421 -0.42269
C -0.90678 1.86165 -1.66172
C -1.27241 2.52421 -2.99060
O -2.32780 2.42247 -3.51740
I 0.24353 3.63363 -4.10196
O -0.76900 2.42532 0.77232
C -0.64940 1.26120 1.58193
C -1.51892 0.02515 1.29116
O -1.24043 -0.67807 0.09823
C -1.88758 -1.93900 0.12275
O -2.18670 -2.34420 -1.16868
C -3.53919 -2.07976 -1.55452
C -3.57812 -1.80717 -3.06100
O -4.44803 -0.74153 -3.38883
C -1.10736 1.61073 3.03879
C -1.24782 3.06641 3.38283
O -0.59722 3.99033 3.07485
Br -2.73469 3.40047 4.67837
C 0.89533 0.89804 1.55121
C 1.24714 -0.34251 2.38254
C 1.10825 -1.72035 1.69899
C 2.38721 -2.58670 1.84546
C 2.23138 -3.69592 2.85817
O 1.35087 -4.49871 2.81463
O 3.17740 -3.75284 3.84079
C 1.61257 2.08861 2.21378
O 3.04395 1.96433 2.06091
O 3.66060 2.02113 3.34907
O 1.15400 0.81469 0.18327
C 2.43766 0.43707 -0.24718
P 2.33327 -0.13538 -2.01465
C 4.06226 0.18052 -2.57731
C 2.19816 -1.97764 -1.94487
C -1.08172 4.11462 -0.76292
C -2.00659 5.07256 -1.10617
C -1.54506 6.35522 -1.38761
C -0.19080 6.54018 -1.28671
C 0.66610 5.51092 -0.96471
N 0.23049 4.29218 -0.70295
H -4.49033 4.21481 2.15191
H -2.94778 4.54470 1.38659
H -4.47031 4.72603 0.48166
H -3.50825 2.09966 1.67276
H -5.74667 2.73400 0.96394
H -3.49685 2.89801 -1.28567
H -3.13288 1.34665 -0.67021
H 0.17221 1.83691 -1.64519
H -1.36077 0.88623 -1.75808
H -1.37389 -0.64794 2.14304
H -2.58171 0.26537 1.30327
H -2.80201 -1.89398 0.72267
H -1.23820 -2.69379 0.56705
H -3.90292 -1.19159 -1.03780
H -4.18980 -2.91571 -1.29990
H -2.56174 -1.53054 -3.34443
H -3.83811 -2.69685 -3.62436
H -3.92623 0.06311 -3.35047
H -0.42832 1.19751 3.77922
H -2.05951 1.13997 3.25598
H 2.29720 -0.24579 2.65027
H 0.71656 -0.39496 3.32931
H 0.94356 -1.61855 0.63702
H 0.31945 -2.29159 2.17603
H 2.56944 -3.07431 0.90166
H 3.27243 -1.98865 2.05389
H 4.04214 -3.60669 3.44612
H 1.33685 3.02922 1.75254
H 1.46246 2.09892 3.28531
H 3.80953 1.09771 3.59097
H 2.93945 -0.33125 0.34640
H 3.10026 1.30382 -0.27197
H 4.78571 -0.31244 -1.92576
H 4.24802 1.24806 -2.51245
H 4.20072 -0.14972 -3.59924
H 2.23970 -2.38112 -2.94907
H 1.23185 -2.20428 -1.50403
H 2.99308 -2.40787 -1.33727
H -3.05840 4.88402 -1.16160
H -2.21568 7.15597 -1.64096
H 0.22003 7.51917 -1.48089
H 1.72421 5.71094 -0.93195
F 3.86481 -4.60452 0.09025
C 3.29916 -5.62928 -0.59860
C 3.29366 -5.58879 -1.97703
C 2.71614 -6.64084 -2.67246
C 2.14924 -7.70427 -1.98364
C 2.16353 -7.71982 -0.59570
C 2.74714 -6.67674 0.10779
H 3.73505 -4.74749 -2.49369
H 2.70878 -6.62924 -3.75368
H 1.69615 -8.52066 -2.52935
H 1.71821 -8.54507 -0.05760
H 2.77295 -6.67134 1.18968
```

Output
SMILES string: C[C@@H](O)C[C@](CC(=O)I)(O[C@](COCOCCO)(CC(=O)Br)[C@](CCCC(=O)O)(COO)OCP(C)C)c1ccccn1.Fc1ccccc1
Kohn-Sham gap, eV: 8.4
Highest occupied orbital energy, eV: -8.3


| no. | LUMO energy (Ha) |
| --- | --- |
| 1 | -0.166 |
| 2 | 0.034 |
| 3 | -0.175 |
| 4 | 0.093 |
| 5 | 0.015 |
| 6 | 0.005 |